Entry 1:
DFT (wB97M-V/def2-TZVPD) results for a molecular structure, C16H30Cl4O6S2 at a distorted geometry.

```
58
Properties=species:S:1:pos:R:3
C -6.72 -31.31 21.71
C -5.39 -31.29 20.89
C -4.33 -31.67 21.88
S -4.69 -30.72 23.46
O -4.08 -29.37 23.55
O -4.59 -31.62 24.63
C -6.51 -30.51 23.02
H -7.09 -32.31 21.96
H -7.50 -30.76 21.17
H -5.22 -30.28 20.51
H -5.36 -31.95 20.02
H -3.33 -31.50 21.48
H -4.40 -32.74 22.08
H -6.78 -29.46 22.86
H -6.97 -30.86 23.94
C -11.48 -30.59 23.71
C -11.38 -29.75 22.45
C -12.58 -30.05 21.56
S -13.48 -31.47 22.23
O -13.58 -32.62 21.35
O -14.59 -31.07 23.04
C -12.11 -31.88 23.35
H -12.02 -30.03 24.48
H -10.53 -30.75 24.23
H -10.44 -29.97 21.95
H -11.46 -28.70 22.73
H -12.23 -30.23 20.54
H -13.19 -29.15 21.52
H -11.35 -32.36 22.74
H -12.43 -32.50 24.19
O -6.64 -23.14 24.47
C -7.35 -24.14 24.69
O -8.06 -24.77 23.76
C -8.97 -25.76 24.35
C -8.43 -26.02 25.77
C -7.78 -24.74 26.09
H -9.13 -26.72 23.87
H -9.96 -25.31 24.36
H -7.76 -26.87 25.68
H -9.27 -26.28 26.41
H -6.86 -24.85 26.66
H -8.46 -23.97 26.46
Cl -10.02 -27.87 23.35
C -9.37 -28.63 24.85
C -8.33 -29.64 24.62
Cl -8.96 -31.23 24.11
H -10.18 -29.11 25.39
H -8.93 -27.90 25.53
H -7.73 -29.81 25.51
H -7.70 -29.32 23.78
Cl -10.16 -30.69 26.40
C -11.68 -30.34 27.27
C -12.93 -30.18 26.42
Cl -13.26 -31.86 25.80
H -11.49 -29.44 27.86
H -11.74 -31.00 28.13
H -12.65 -29.52 25.60
H -13.88 -29.92 26.89
```

Values from the calculation:
HOMO ... -9.14 eV
Orbital gap ... 9.093 eV
E ... -3715.8130 hartree
F_max ... 4.40 eV/Å

Results of the natural (NBO) charge analysis, in e, for atoms 1 through 8: number 1, C, carries -0.42; number 2, C, carries -0.41; number 3, C, carries -0.63; number 4, S, carries 2.06; number 5, O, carries -0.92; number 6, O, carries -0.92; number 7, C, carries -0.61; number 8, H, carries 0.22

---

Entry 2:
DFT (wB97M-V/def2-TZVPD) results for 2 unconnected molecules or ions with the total composition C16H30N2O3S at a distorted geometry.

```
52
Properties=species:S:1:pos:R:3
C 5.18 -1.25 -5.44
N 4.21 -1.37 -4.36
C 3.90 -0.39 -3.49
O 4.43 0.71 -3.57
C 2.82 -0.65 -2.42
C 3.34 -1.45 -1.21
S 4.43 -0.40 -0.20
N 1.57 -1.26 -2.89
C 1.41 -2.46 -3.43
C 0.01 -2.82 -3.88
O 2.31 -3.28 -3.57
H 4.83 -0.51 -6.17
H 5.32 -2.21 -5.93
H 6.14 -0.91 -5.04
H 3.72 -2.26 -4.24
H 2.56 0.34 -2.05
H 3.89 -2.32 -1.57
H 2.51 -1.79 -0.60
H 4.92 -1.37 0.59
H 0.74 -0.68 -2.82
H -0.31 -2.12 -4.66
H -0.67 -2.76 -3.03
H 0.01 -3.83 -4.29
C -4.69 3.68 2.84
C -5.00 2.37 3.53
C -6.23 2.32 4.39
C -4.20 1.24 3.40
C -2.92 1.21 2.60
C -2.25 -0.18 2.63
C -0.79 -0.13 2.23
C 0.17 -0.95 3.06
C -0.37 0.66 1.17
C 1.07 0.86 0.77
O 1.12 1.71 -0.37
H -5.52 3.94 2.17
H -3.78 3.64 2.24
H -4.58 4.47 3.58
H -7.12 2.54 3.79
H -6.36 1.33 4.85
H -6.16 3.05 5.20
H -4.50 0.34 3.93
H -2.23 1.95 3.01
H -3.14 1.48 1.56
H -2.80 -0.87 1.98
H -2.31 -0.57 3.66
H 0.16 -0.60 4.09
H 1.20 -0.89 2.69
H -0.13 -2.00 3.04
H -1.10 1.22 0.60
H 1.62 1.31 1.60
H 1.52 -0.11 0.53
H 2.03 2.01 -0.53
```

Values from the calculation:
HOMO ... -8.60 eV
Energy relative to the best compared isomer or geometry (same formula, charge and spin) ... 170.38 kJ/mol
Orbital gap ... 9.104 eV
E ... -1361.0595 hartree
F_max ... 2.91 eV/Å

Results of the natural (NBO) charge analysis, in e, for atoms 1 through 8: number 1, C, carries -0.41; number 2, N, carries -0.62; number 3, C, carries 0.65; number 4, O, carries -0.63; number 5, C, carries -0.13; number 6, C, carries -0.52; number 7, S, carries -0.04; number 8, N, carries -0.60

---

Entry 3:
DFT (wB97M-V/def2-TZVPD) results for a molecular structure, C16H31AsO2SSbSe4Si3Zr at a distorted geometry.

```
60
Properties=species:S:1:pos:R:3
Zr 0.25 0.08 -1.31
O 0.78 -0.12 -5.14
C -0.08 -0.05 -4.31
O 0.06 -0.66 -3.09
C -1.39 0.64 -4.45
C -2.12 0.43 -5.61
C -3.36 1.02 -5.77
C -3.87 1.84 -4.78
C -3.13 2.09 -3.63
C -1.89 1.49 -3.46
S -0.91 2.04 -2.06
H -1.70 -0.19 -6.39
H -3.93 0.85 -6.68
H -4.84 2.31 -4.90
H -3.50 2.77 -2.87
Se 4.86 -2.26 -2.61
Sb 3.58 -0.29 -3.58
Se 2.75 -2.63 -3.76
Se 4.32 1.10 -5.30
Se 2.76 0.82 -1.45
C 2.79 2.25 2.98
Si 1.09 1.62 3.34
C 1.04 0.46 4.79
C -0.19 2.96 3.43
As 0.48 0.31 1.43
Si 1.72 -1.71 1.28
C 3.52 -1.26 1.40
C 1.24 -2.94 2.60
C 1.35 -2.57 -0.37
Si -1.78 -0.28 1.31
C -2.37 -1.52 2.56
C -1.99 -1.10 -0.42
C -2.84 1.26 1.33
H 3.06 3.00 3.73
H 2.86 2.73 2.00
H 3.54 1.46 3.03
H 1.23 1.01 5.71
H 1.80 -0.31 4.70
H 0.07 -0.04 4.88
H 0.09 3.66 4.22
H -1.18 2.57 3.68
H -0.26 3.52 2.50
H 3.94 -1.64 2.34
H 3.70 -0.19 1.35
H 4.07 -1.71 0.57
H 1.47 -2.56 3.60
H 1.82 -3.86 2.45
H 0.19 -3.21 2.57
H 1.57 -2.13 -1.35
H 0.40 -3.11 -0.39
H 2.12 -3.36 -0.33
H -1.81 -2.45 2.54
H -3.42 -1.75 2.36
H -2.31 -1.10 3.57
H -1.31 -1.91 -0.69
H -2.23 -0.47 -1.30
H -2.93 -1.64 -0.27
H -2.94 1.64 2.35
H -3.84 1.01 0.97
H -2.43 2.05 0.70
```

Values from the calculation:
HOMO ... -10.46 eV
Net charge ... +1
Orbital gap ... 6.358 eV
E ... -14174.2433 hartree
F_max ... 1.15 eV/Å

Results of the natural (NBO) charge analysis, in e, for atoms 1 through 8: number 1, Zr, carries 1.42; number 2, O, carries -0.52; number 3, C, carries 0.80; number 4, O, carries -0.86; number 5, C, carries -0.23; number 6, C, carries -0.14; number 7, C, carries -0.20; number 8, C, carries -0.17

---

Entry 4:
DFT (wB97M-V/def2-TZVPD) results for a molecular structure, C16H31BrN4O5PRe at a distorted geometry.

```
59
Properties=species:S:1:pos:R:3
Re -11.01 12.19 0.26
N -9.93 11.32 -1.35
C -8.95 10.24 -0.79
C -8.48 10.65 0.57
N -9.64 11.06 1.35
C -9.39 11.72 2.66
C -10.70 12.16 3.30
N -11.44 12.91 2.23
H -10.52 10.82 -2.13
H -9.44 12.04 -1.92
H -8.01 10.05 -1.34
H -9.58 9.38 -0.83
H -7.77 11.44 0.58
H -8.04 9.77 1.04
H -10.22 10.14 1.47
H -8.76 12.58 2.51
H -8.89 11.05 3.34
H -10.69 12.81 4.17
H -11.36 11.32 3.57
H -11.16 13.86 2.20
H -12.44 13.02 2.43
Br -17.32 8.94 -0.85
C -15.71 8.31 0.01
C -15.67 7.02 0.61
N -14.59 6.59 1.21
C -13.48 7.37 1.32
C -13.44 8.63 0.74
C -14.60 9.06 0.03
C -12.20 9.40 0.69
O -11.13 8.96 1.11
O -12.26 10.65 0.32
H -16.54 6.38 0.56
H -12.72 6.98 1.97
H -14.70 10.02 -0.45
C -10.35 17.85 1.74
C -10.71 17.28 0.38
O -10.99 15.74 0.45
P -10.57 14.58 -0.43
O -9.71 15.03 -1.62
C -9.72 16.16 -2.71
C -8.27 16.49 -2.76
O -11.98 13.82 -1.08
C -13.42 14.28 -1.39
C -14.31 13.06 -1.47
H -10.08 18.87 1.50
H -9.54 17.29 2.27
H -11.27 17.84 2.37
H -9.87 17.31 -0.33
H -11.58 17.77 -0.01
H -10.36 16.96 -2.28
H -10.15 15.70 -3.59
H -7.90 16.51 -1.74
H -8.06 17.48 -3.21
H -7.77 15.75 -3.33
H -13.46 14.82 -2.40
H -13.67 14.94 -0.64
H -14.13 12.48 -2.39
H -15.32 13.41 -1.58
H -14.26 12.40 -0.59
```

Values from the calculation:
HOMO (alpha / beta) ... -17.20 / -16.43 eV
Net charge ... +3
Orbital gap (alpha / beta) ... 8.048 / 3.151 eV
E ... -4216.1424 hartree
F_max ... 3.96 eV/Å
Multiplicity ... 4

Results of the natural (NBO) charge analysis, in e, for atoms 1 through 8: number 1, Re, carries 1.22; number 2, N, carries -0.84; number 3, C, carries -0.23; number 4, C, carries -0.25; number 5, N, carries -0.62; number 6, C, carries -0.24; number 7, C, carries -0.23; number 8, N, carries -0.80